57
Properties=species:S:1:pos:R:3:nbo_charge:R:1 method="wB97M-V/def2-TZVPD" orbital_gap_ev="6.37 / 6.41" de_lowest_kcal_mol=0.00 charge=+2 multiplicity=1
Sn 8.99 8.22 7.03 1.452
C 6.48 10.70 13.99 -0.111
C 5.65 9.58 14.06 0.392
C 6.48 8.32 14.20 0.027
C 7.72 8.75 14.24 -0.039
C 7.80 10.18 14.09 0.313
C 9.08 10.87 13.97 -0.705
C 8.95 7.93 14.43 -0.655
C 5.97 6.93 14.24 -0.682
C 4.28 9.68 13.79 -0.748
C 5.94 12.12 13.91 -0.646
H 9.48 10.93 15.04 0.295
H 9.11 11.88 13.60 0.262
H 9.77 10.23 13.44 0.256
H 9.38 7.76 13.49 0.233
H 8.80 6.94 14.89 0.251
H 9.69 8.50 15.03 0.239
H 4.88 6.76 14.05 0.251
H 6.26 6.50 15.18 0.263
H 6.53 6.26 13.60 0.252
H 3.85 10.40 14.47 0.281
H 3.71 8.75 14.07 0.253
H 4.08 10.04 12.76 0.292
H 5.59 12.50 14.87 0.255
H 5.15 12.13 13.21 0.234
H 6.73 12.80 13.62 0.238
N 8.85 10.66 6.34 -0.864
C 7.55 11.13 6.87 -0.354
C 6.88 10.14 7.84 0.759
O 5.71 10.31 8.16 -0.575
O 7.56 9.09 8.23 -0.892
H 9.60 10.96 6.94 0.401
H 9.01 10.88 5.36 0.421
H 6.91 11.22 6.01 0.241
H 7.68 12.12 7.31 0.246
C 6.25 6.58 7.37 -0.072
N 7.35 6.86 6.36 -0.628
C 7.86 5.52 5.84 -0.073
N 6.80 4.82 5.19 -0.445
C 5.74 4.62 6.18 -0.090
N 5.23 5.85 6.67 -0.447
C 4.72 6.60 5.58 -0.081
N 5.75 6.86 4.51 -0.439
C 6.86 7.57 5.07 -0.081
C 6.24 5.57 4.08 -0.090
H 5.87 7.51 7.79 0.245
H 6.67 5.97 8.14 0.207
H 8.26 4.97 6.71 0.213
H 8.73 5.72 5.24 0.209
H 6.05 4.01 7.07 0.215
H 4.97 4.01 5.70 0.229
H 4.36 7.56 5.85 0.215
H 3.92 5.98 5.14 0.226
H 6.69 8.62 5.28 0.199
H 7.70 7.60 4.38 0.209
H 7.00 5.68 3.27 0.214
H 5.48 4.94 3.64 0.230

=====

15
Properties=species:S:1:pos:R:3:nbo_charge:R:1 method="wB97M-V/def2-TZVPD" orbital_gap_ev=9.79 de_lowest_kcal_mol=35.84 multiplicity=1
H -0.39 -0.95 1.92 0.346
N 0.42 -0.55 1.44 -0.587
C 0.06 -0.50 0.22 0.324
N -1.24 -0.88 -0.19 -0.661
C -2.23 0.20 -0.11 -0.413
C 1.01 -0.01 -0.86 0.529
C 2.36 0.53 -0.45 -0.716
O 0.64 -0.04 -2.01 -0.529
H -1.21 -1.24 -1.13 0.387
H -2.17 0.88 -0.98 0.186
H -2.06 0.79 0.79 0.201
H -3.24 -0.22 -0.06 0.204
H 2.85 -0.15 0.26 0.249
H 2.97 0.67 -1.34 0.234
H 2.23 1.49 0.06 0.246

=====

96
Properties=species:S:1:pos:R:3:lowdin_charge:R:1 method="wB97M-V/def2-TZVPD" orbital_gap_ev="6.29 / 6.44" de_lowest_kcal_mol=38.00 multiplicity=1
Ti 0.26 0.28 -1.98 1.106
C -0.09 4.21 -1.25 0.006
C 0.43 2.80 -1.32 -0.470
N 0.14 2.10 -2.57 -0.121
O 0.07 2.87 -3.72 0.103
B -0.83 2.24 -4.65 -1.123
F -2.10 2.07 -4.17 0.169
F -0.77 2.93 -5.84 0.164
O -0.30 0.82 -5.03 0.073
N 0.35 0.09 -4.15 -0.012
C 0.95 -0.97 -4.59 -0.205
C 0.92 -1.41 -6.01 0.008
C 1.87 -1.60 -3.58 -0.203
N 1.82 -1.01 -2.44 -0.059
O 2.75 -1.30 -1.48 0.024
B 3.92 -0.33 -1.52 -1.110
F 4.82 -0.85 -0.61 0.159
F 4.40 -0.31 -2.82 0.160
O 3.57 1.03 -1.08 0.065
N 2.29 1.43 -1.34 0.034
C 1.97 2.63 -1.08 -0.224
C 2.86 3.68 -0.53 0.016
C 2.82 -2.67 -3.94 0.022
H -1.16 4.20 -1.42 0.101
H 0.38 4.80 -2.03 0.099
H 0.12 4.68 -0.29 0.072
H 0.04 -1.00 -6.51 0.089
H 0.90 -2.50 -6.07 0.083
H 1.80 -1.06 -6.55 0.105
H 3.88 3.30 -0.43 0.085
H 2.51 4.01 0.45 0.082
H 2.86 4.56 -1.18 0.095
H 2.29 -3.45 -4.50 0.089
H 3.28 -3.09 -3.05 0.096
H 3.60 -2.26 -4.57 0.112
N -0.25 1.77 -0.44 -0.151
P -0.58 1.73 1.11 0.955
C -1.94 0.56 1.24 -0.266
C -2.89 0.60 0.22 -0.097
C -3.95 -0.29 0.22 -0.059
C -4.06 -1.24 1.23 -0.064
C -3.12 -1.28 2.24 -0.072
C -2.06 -0.39 2.25 -0.065
C -1.10 3.33 1.75 -0.285
C -0.20 4.15 2.44 -0.094
C -0.58 5.43 2.82 -0.067
C -1.86 5.89 2.54 -0.067
C -2.76 5.07 1.86 -0.061
C -2.38 3.79 1.48 -0.063
C 0.66 1.17 2.30 -0.276
C 0.43 1.31 3.67 -0.101
C 1.38 0.89 4.59 -0.066
C 2.58 0.33 4.14 -0.079
C 2.82 0.19 2.79 -0.070
C 1.86 0.60 1.86 -0.077
H -2.77 1.30 -0.60 0.105
H -4.67 -0.27 -0.59 0.112
H -4.88 -1.94 1.22 0.108
H -3.19 -2.03 3.02 0.105
H -1.32 -0.46 3.04 0.094
H 0.80 3.81 2.66 0.108
H 0.12 6.06 3.34 0.108
H -2.16 6.88 2.84 0.107
H -3.76 5.42 1.64 0.110
H -3.09 3.17 0.95 0.105
H -0.48 1.76 4.03 0.118
H 1.19 1.00 5.64 0.108
H 3.33 0.01 4.85 0.112
H 3.74 -0.24 2.42 0.125
H 2.05 0.46 0.82 0.085
C -2.13 -6.18 2.89 -0.039
C -1.38 -5.07 2.22 -0.246
C -1.66 -4.70 0.92 0.005
C -0.98 -3.67 0.28 -0.177
C -1.29 -3.34 -1.14 -0.009
C 0.01 -3.00 1.00 -0.091
C 0.70 -1.81 0.51 -0.098
O 0.29 -0.99 -0.33 -0.098
C 0.36 -3.39 2.32 -0.176
C 1.45 -2.73 3.14 -0.023
C -0.36 -4.41 2.91 -0.005
H -2.98 -6.52 2.30 0.078
H -2.50 -5.87 3.87 0.084
H -1.47 -7.04 3.06 0.089
H -2.42 -5.24 0.36 0.122
H -1.79 -4.19 -1.62 0.090
H -0.39 -3.11 -1.72 0.084
H -1.94 -2.47 -1.22 0.066
H 1.66 -1.58 1.00 0.115
H 2.43 -2.81 2.66 0.100
H 1.52 -3.21 4.11 0.085
H 1.27 -1.67 3.31 0.055
H -0.12 -4.71 3.92 0.121
O -3.63 -0.85 -3.34 0.125
C -2.61 -0.56 -2.86 -0.474
N -1.59 -0.34 -2.29 0.040

=====

16
Properties=species:S:1:pos:R:3:nbo_charge:R:1 method="wB97M-V/def2-TZVPD" orbital_gap_ev=8.69 de_lowest_kcal_mol=119.63 multiplicity=1
C 1.76 0.80 -1.10 0.138
C 0.84 -0.44 -1.01 -0.521
C 0.86 -0.79 0.54 -0.245
C -2.38 0.54 0.62 -0.079
H 0.18 1.41 0.09 0.505
H -0.44 -0.08 -1.20 0.271
H 1.13 -1.37 -1.65 0.248
H 1.12 -1.92 0.83 0.202
H 1.42 -0.29 1.34 0.241
H -1.14 -1.65 1.12 0.383
H -3.08 -0.15 1.03 0.177
H -2.90 1.39 0.03 0.187
N -0.54 -0.73 0.97 -0.494
N -1.14 0.42 0.37 -0.306
O 1.32 1.65 0.02 -0.761
S 2.98 1.18 -2.01 0.056

=====

82
Properties=species:S:1:pos:R:3:lowdin_charge:R:1 method="wB97M-V/def2-TZVPD" orbital_gap_ev=6.73 de_lowest_kcal_mol=11.06 charge=-1 multiplicity=1
Li 1.71 0.53 0.62 0.484
B 4.15 2.59 1.73 -0.441
N 3.59 1.56 2.72 -0.097
C 3.69 1.59 4.06 -0.115
C 3.09 0.45 4.56 -0.091
C 2.66 -0.22 3.42 -0.214
N 2.96 0.46 2.33 -0.005
N 2.95 3.28 1.03 -0.087
C 2.88 4.55 0.64 -0.114
C 1.65 4.77 0.06 -0.088
C 1.03 3.53 0.15 -0.201
N 1.83 2.65 0.72 0.009
H 4.74 3.44 2.34 0.061
H 4.81 2.03 0.92 0.062
H 4.18 2.39 4.57 0.101
H 2.99 0.15 5.59 0.072
H 2.16 -1.17 3.36 0.083
H 3.70 5.23 0.79 0.106
H 1.26 5.68 -0.37 0.073
H 0.04 3.25 -0.18 0.076
O 0.33 0.38 -0.81 -0.376
P -1.10 0.44 -1.08 0.721
C -2.13 0.46 0.45 -0.259
P -1.07 -0.48 1.64 0.704
O 0.15 0.23 1.99 -0.320
C -2.14 -0.66 3.11 -0.249
C -2.48 0.55 3.70 -0.081
C -3.26 0.57 4.85 -0.078
C -3.69 -0.63 5.40 -0.091
C -3.32 -1.83 4.83 -0.086
C -2.55 -1.86 3.68 -0.072
C -0.89 -2.08 0.83 -0.288
C 0.40 -2.47 0.51 -0.066
C 0.62 -3.65 -0.18 -0.048
C -0.46 -4.43 -0.55 -0.060
C -1.75 -4.06 -0.21 -0.085
C -1.97 -2.89 0.48 -0.111
C -1.64 1.92 -1.99 -0.267
C -2.98 2.27 -2.10 -0.086
C -3.34 3.39 -2.84 -0.091
C -2.36 4.16 -3.46 -0.085
C -1.02 3.82 -3.33 -0.062
C -0.66 2.69 -2.61 -0.081
C -1.64 -0.90 -2.19 -0.252
C -2.92 -1.40 -2.34 -0.094
C -3.19 -2.28 -3.37 -0.090
C -2.20 -2.65 -4.26 -0.082
C -0.92 -2.15 -4.12 -0.055
C -0.64 -1.28 -3.08 -0.048
H -3.12 0.03 0.33 0.065
H -2.20 1.49 0.80 0.078
H -2.12 1.46 3.27 0.109
H -3.52 1.51 5.31 0.103
H -4.31 -0.62 6.29 0.099
H -3.63 -2.77 5.29 0.101
H -2.25 -2.80 3.23 0.102
H 1.22 -1.83 0.80 0.055
H 1.62 -3.96 -0.41 0.058
H -0.29 -5.35 -1.10 0.106
H -2.59 -4.70 -0.48 0.102
H -2.98 -2.60 0.77 0.108
H -3.74 1.68 -1.61 0.100
H -4.38 3.65 -2.94 0.098
H -2.65 5.03 -4.04 0.100
H -0.26 4.43 -3.78 0.108
H 0.38 2.41 -2.50 0.045
H -3.72 -1.11 -1.66 0.098
H -4.19 -2.68 -3.49 0.099
H -2.43 -3.31 -5.09 0.100
H -0.13 -2.41 -4.82 0.108
H 0.35 -0.86 -2.94 0.098
Cl 3.74 -2.63 0.97 0.677
C 3.50 -1.99 -0.63 -0.742
C 3.11 -0.65 -0.74 -0.169
C 3.06 -0.22 -2.06 -0.744
Cl 2.74 1.45 -2.33 0.713
C 3.25 -1.03 -3.18 -0.729
Cl 3.09 -0.43 -4.80 0.622
C 3.57 -2.36 -2.99 -0.730
Cl 3.79 -3.41 -4.34 0.626
C 3.72 -2.84 -1.70 -0.723
Cl 4.13 -4.52 -1.46 0.624

=====

19
Properties=species:S:1:pos:R:3:nbo_charge:R:1 method="wB97M-V/def2-TZVPD" orbital_gap_ev=8.09 de_lowest_kcal_mol=41.51 charge=+1 multiplicity=1
C -3.77 0.27 0.53 -0.291
O -2.39 0.45 0.77 -0.499
C -1.50 -0.29 0.14 0.870
O -1.54 -1.17 -0.62 -0.454
C 0.03 0.18 0.87 -0.286
N -0.02 1.48 0.96 0.156
N 0.02 2.59 0.89 0.322
C 1.38 -0.09 0.12 -0.271
C 1.62 -0.13 -1.23 -0.192
C 2.97 -0.53 -1.52 -0.252
C 3.64 -0.87 -0.36 -0.358
S 2.71 -0.62 1.09 0.479
H -4.01 0.79 -0.47 0.212
H -4.19 0.93 1.24 0.218
H -4.31 -0.76 0.58 0.241
H 0.26 -0.37 1.77 0.322
H 0.95 0.22 -1.96 0.239
H 3.36 -0.87 -2.47 0.258
H 4.77 -1.20 -0.33 0.284

=====

181
Properties=species:S:1:pos:R:3:lowdin_charge:R:1 method="wB97M-V/def2-TZVPD" orbital_gap_ev=10.24 multiplicity=1
C -1.94 -1.04 -3.66 -0.029
O -3.02 -0.76 -4.61 -0.238
P -2.78 -0.71 -6.16 0.328
O -2.96 -2.05 -6.76 -0.241
O -3.74 0.41 -6.69 -0.208
C -5.15 0.11 -6.85 -0.052
O -1.33 -0.10 -6.36 -0.216
C -0.57 -0.48 -7.51 -0.083
H -1.75 -0.03 -3.28 0.072
H -1.03 -1.28 -4.20 0.090
H -2.30 -1.70 -2.87 0.082
H -5.66 0.66 -6.06 0.085
H -5.24 -0.97 -6.73 0.079
H -5.46 0.39 -7.85 0.088
H -0.85 -1.48 -7.84 0.081
H 0.50 -0.47 -7.29 0.071
H -0.77 0.26 -8.29 0.093
C -1.00 0.62 -0.68 -0.052
O -0.08 -0.48 -0.91 -0.202
P 1.20 -0.55 0.01 0.358
O 2.05 0.64 0.00 -0.210
O 1.93 -1.87 -0.47 -0.210
C 2.00 -2.17 -1.87 -0.064
O 0.72 -1.07 1.45 -0.216
C 1.72 -1.53 2.36 -0.066
H -0.73 1.25 0.15 0.072
H -1.98 0.15 -0.60 0.098
H -1.08 1.17 -1.62 0.065
H 2.19 -1.32 -2.54 0.089
H 1.15 -2.78 -2.16 0.078
H 3.00 -2.62 -1.96 0.069
H 2.67 -1.08 2.07 0.074
H 1.75 -2.61 2.43 0.090
H 1.58 -1.10 3.36 0.072
C 4.32 5.31 3.72 -0.070
O 4.03 3.99 3.24 -0.255
P 2.52 3.58 2.96 0.362
O 1.57 3.99 3.99 -0.217
O 2.63 2.02 2.72 -0.199
C 3.93 1.51 2.37 -0.095
O 2.31 4.22 1.52 -0.187
C 1.26 3.95 0.62 -0.092
H 3.56 5.60 4.45 0.087
H 4.34 6.02 2.89 0.092
H 5.32 5.30 4.14 0.086
H 4.05 0.54 2.84 0.076
H 4.73 2.12 2.77 0.078
H 4.06 1.35 1.30 0.074
H 0.66 3.10 0.94 0.061
H 1.61 3.74 -0.40 0.090
H 0.60 4.81 0.49 0.085
C 3.37 1.76 -2.60 -0.098
O 3.94 0.90 -3.61 -0.228
P 4.79 1.63 -4.77 0.370
O 4.84 3.08 -4.78 -0.210
O 6.23 1.00 -4.53 -0.219
C 6.49 -0.41 -4.56 -0.083
O 4.35 0.85 -6.10 -0.221
C 3.21 1.40 -6.79 -0.084
H 3.77 1.43 -1.64 0.067
H 2.29 1.62 -2.54 0.080
H 3.67 2.80 -2.68 0.081
H 5.52 -0.91 -4.49 0.077
H 7.10 -0.64 -3.69 0.083
H 7.02 -0.67 -5.47 0.088
H 2.37 1.52 -6.09 0.089
H 2.83 0.66 -7.49 0.078
H 3.54 2.31 -7.28 0.092
C 1.15 -5.99 -2.46 -0.073
O 0.42 -6.00 -1.23 -0.192
P -1.01 -5.36 -1.05 0.351
O -1.24 -4.19 -1.90 -0.224
O -2.06 -6.55 -1.24 -0.208
C -3.43 -6.27 -0.92 -0.095
O -1.13 -5.13 0.51 -0.194
C -0.59 -3.94 1.08 -0.083
H 0.45 -5.97 -3.29 0.093
H 1.82 -6.85 -2.56 0.087
H 1.80 -5.11 -2.41 0.067
H -4.02 -7.14 -1.20 0.093
H -3.82 -5.45 -1.53 0.043
H -3.54 -5.94 0.11 0.087
H 0.49 -4.07 1.21 0.086
H -0.94 -3.78 2.09 0.085
H -0.74 -3.07 0.45 0.076
C 5.70 0.53 6.72 -0.100
O 4.58 -0.22 7.16 -0.220
P 3.63 -1.00 6.15 0.342
O 4.35 -1.99 5.35 -0.217
O 2.56 -1.62 7.15 -0.209
C 2.81 -2.86 7.78 -0.111
O 2.81 0.14 5.43 -0.229
C 2.31 1.27 6.19 -0.060
H 6.63 0.03 7.01 0.090
H 5.68 1.52 7.15 0.089
H 5.76 0.59 5.63 0.086
H 3.57 -3.49 7.34 0.087
H 1.88 -3.43 7.79 0.088
H 3.00 -2.73 8.85 0.089
H 3.03 2.05 5.93 0.095
H 2.11 0.96 7.21 0.095
H 1.40 1.73 5.80 0.072
C 7.25 -3.85 1.36 -0.102
O 6.75 -4.09 0.04 -0.216
P 5.16 -3.89 -0.11 0.354
O 4.21 -4.65 0.70 -0.201
O 4.96 -2.33 0.08 -0.224
C 5.81 -1.36 -0.54 -0.071
O 4.99 -4.05 -1.69 -0.233
C 5.05 -5.35 -2.28 -0.077
H 6.80 -4.46 2.15 0.094
H 6.93 -2.86 1.69 0.086
H 8.33 -3.91 1.46 0.089
H 6.00 -0.56 0.18 0.090
H 5.26 -0.96 -1.40 0.083
H 6.78 -1.76 -0.80 0.088
H 5.22 -6.11 -1.52 0.091
H 5.83 -5.40 -3.03 0.090
H 4.09 -5.51 -2.77 0.069
C -4.67 -4.40 -4.02 -0.070
O -4.79 -3.08 -3.46 -0.219
P -5.52 -2.79 -2.08 0.362
O -5.40 -3.79 -1.03 -0.214
O -4.85 -1.40 -1.72 -0.192
C -5.13 -0.24 -2.49 -0.099
O -6.99 -2.43 -2.62 -0.215
C -7.94 -1.98 -1.64 -0.089
H -3.66 -4.79 -3.98 0.090
H -4.88 -4.26 -5.08 0.088
H -5.47 -5.03 -3.64 0.090
H -6.13 0.22 -2.48 0.083
H -5.05 -0.50 -3.55 0.068
H -4.41 0.52 -2.20 0.089
H -8.92 -2.32 -1.96 0.089
H -7.94 -0.89 -1.60 0.078
H -7.73 -2.40 -0.66 0.088
C -3.83 -2.50 3.37 -0.108
O -3.64 -1.18 2.89 -0.188
P -3.10 -0.04 3.85 0.367
O -3.15 1.27 3.21 -0.214
O -4.09 -0.11 5.11 -0.217
C -5.20 0.75 5.23 -0.114
O -1.76 -0.64 4.41 -0.205
C -0.75 0.20 5.01 -0.067
H -3.01 -2.86 4.00 0.085
H -3.89 -3.16 2.51 0.088
H -4.75 -2.68 3.94 0.089
H -5.99 0.22 5.77 0.087
H -5.69 1.02 4.29 0.091
H -4.94 1.63 5.82 0.085
H -0.14 0.72 4.27 0.091
H -0.28 -0.32 5.84 0.092
H -1.29 1.00 5.55 0.092
C -3.30 7.15 0.93 -0.130
O -2.69 7.43 2.18 -0.189
P -2.20 6.17 3.03 0.397
O -1.35 6.46 4.17 -0.206
O -1.59 5.21 1.88 -0.232
C -1.98 3.83 1.95 -0.104
O -3.61 5.49 3.36 -0.218
C -3.80 4.74 4.53 -0.118
H -2.57 6.94 0.14 0.072
H -3.87 8.05 0.70 0.094
H -3.96 6.27 0.89 0.076
H -1.80 3.41 2.94 0.080
H -1.32 3.28 1.29 0.049
H -3.00 3.72 1.60 0.092
H -3.05 4.88 5.32 0.090
H -3.80 3.67 4.32 0.065
H -4.77 4.92 5.01 0.087
O -2.32 3.13 -2.94 -0.201
S -2.80 4.25 -2.23 0.641
O -2.21 4.66 -1.00 -0.205
O -2.76 5.51 -3.27 -0.189
C -3.71 6.49 -2.90 -0.165
C -4.79 5.70 -2.13 -0.167
O -4.41 4.33 -2.18 -0.183
H -3.14 7.29 -2.42 0.126
H -4.23 7.02 -3.71 0.129
H -5.81 5.67 -2.52 0.133
H -4.98 6.12 -1.13 0.112

=====

| no. | energy (Ha) |
| --- | --- |
| 1 | -1342.424881 |
| 2 | -341.946537 |
| 3 | -3853.653042 |
| 4 | -739.971368 |
| 5 | -4813.758870 |
| 6 | -928.743981 |
| 7 | -8398.796529 |